# C40H43F4N2O3PRbS

A structure of composition C40H43F4N2O3PRbS in a non-equilibrium geometry (ωB97M-V with the def2-TZVPD basis set, OMol25).

The relative energy (zero: lowest compared OMol25 entry of this formula, charge and spin) comes out at 97.2 kcal per mole. As for the charge: -1.

```
95
Properties=species:S:1:pos:R:3:forces:R:3
Rb 10.805 15.909 8.530 0.17 -0.63 0.08
C 12.884 17.538 12.589 -0.83 1.18 1.03
C 11.764 16.542 12.462 -0.35 -0.02 -0.67
C 12.076 15.228 12.078 -2.00 -0.60 0.63
C 13.466 14.784 11.858 1.06 1.32 1.40
C 11.052 14.222 11.952 -0.05 3.24 0.37
C 11.536 12.905 11.583 -0.79 -1.92 -1.53
C 9.711 14.585 12.242 2.06 0.38 -0.59
C 8.634 13.587 11.939 -0.70 0.50 -0.28
C 9.429 15.957 12.589 -0.60 -1.53 -0.11
C 7.999 16.291 12.961 -0.56 -0.61 1.15
C 10.406 16.944 12.586 0.61 0.09 0.26
C 9.925 18.403 12.665 0.52 0.47 -0.09
H 13.713 17.193 13.170 0.63 -0.68 0.03
H 12.610 18.437 13.181 -0.29 -0.39 -0.59
H 13.217 17.868 11.624 0.43 0.25 -0.50
H 13.627 14.325 10.926 -0.01 -1.15 -1.06
H 13.856 14.180 12.710 -0.23 0.12 -0.70
H 14.071 15.682 11.803 0.47 -0.02 0.16
H 10.719 12.209 11.332 0.33 0.05 0.67
H 12.157 12.564 12.383 0.32 -0.80 0.63
H 12.139 12.800 10.666 -0.09 0.71 0.34
H 7.791 13.900 12.563 -0.20 -0.92 -0.34
H 8.865 12.507 11.987 0.04 0.78 0.54
H 8.353 13.744 10.881 -0.20 -0.02 0.33
H 7.514 15.417 13.480 0.51 0.81 -0.55
H 7.385 16.489 12.090 -0.22 0.24 -0.19
H 7.879 17.108 13.705 0.33 -0.27 -0.73
H 10.712 19.229 12.606 -0.91 -1.40 -0.37
H 9.413 18.618 13.599 -0.07 -0.14 0.26
H 9.136 18.524 11.888 0.71 0.26 0.33
C 10.952 18.631 5.711 -1.64 0.02 -0.18
N 10.213 17.425 6.078 -0.53 0.63 0.65
C 10.561 16.283 5.252 -0.72 -0.91 1.21
C 8.763 17.682 6.334 -0.03 -0.56 0.72
C 7.832 16.455 6.374 -0.65 -1.33 0.19
N 8.367 15.303 7.179 -0.60 0.69 -0.69
C 7.782 14.097 7.005 -0.75 0.55 -0.13
C 8.472 12.904 7.403 -0.99 -0.63 -0.90
F 9.622 12.994 8.047 0.94 0.72 0.66
C 7.990 11.623 7.180 -1.08 0.66 1.21
F 8.696 10.564 7.735 -0.82 0.95 -0.87
C 6.679 11.448 6.702 0.77 0.67 -1.14
C 5.960 12.590 6.209 2.01 -1.86 2.05
F 4.752 12.340 5.705 -0.72 0.45 -0.14
C 6.423 13.856 6.509 0.63 -0.34 0.30
F 5.470 14.834 6.613 0.45 0.29 -0.59
H 10.602 19.011 4.748 0.04 0.04 -0.51
H 11.986 18.386 5.608 0.80 0.06 0.19
H 10.750 19.482 6.382 0.34 -0.53 0.26
H 10.153 16.325 4.263 0.18 0.27 -1.12
H 10.099 15.383 5.690 0.00 0.30 -0.04
H 11.622 16.064 5.329 0.23 0.32 -0.46
H 8.280 18.417 5.672 0.39 -0.08 -0.41
H 8.670 18.143 7.329 0.34 0.07 -0.02
H 7.516 16.178 5.355 0.88 -0.50 -0.35
H 6.803 16.755 6.665 0.62 0.49 0.70
H 6.300 10.444 6.652 -0.31 -0.11 -0.33
O 13.005 14.250 6.687 0.03 0.59 0.06
S 12.832 12.922 7.254 0.08 -0.59 0.94
O 11.720 12.200 6.617 1.47 0.40 0.66
O 12.855 12.917 8.747 -0.58 0.50 -1.88
C 14.419 12.066 6.861 0.27 1.61 -3.14
C 15.198 12.655 5.779 -0.63 -1.49 0.97
C 16.320 11.946 5.264 -2.49 1.96 0.60
C 16.558 10.706 5.740 0.97 -2.01 2.29
C 16.015 10.246 6.971 -0.86 0.98 -1.19
C 14.842 10.877 7.419 1.24 -0.10 1.50
P 13.964 10.312 8.929 -1.35 -0.11 0.16
C 15.228 9.478 9.897 -0.54 -1.00 -0.57
C 15.122 8.146 10.395 2.24 1.89 0.87
C 16.266 7.647 11.025 -0.86 -1.46 -0.30
C 17.410 8.385 11.054 1.84 0.17 0.40
C 17.483 9.709 10.651 -0.23 0.81 0.45
C 16.361 10.277 10.113 -0.46 -0.91 -0.29
C 12.986 8.982 8.114 1.20 -0.79 0.16
C 13.481 7.651 7.952 -1.47 0.98 -0.53
C 12.570 6.688 7.457 0.82 1.07 1.09
C 11.267 7.088 7.070 -0.10 -1.81 -0.65
C 10.903 8.396 6.981 1.52 2.17 1.05
C 11.785 9.367 7.589 -1.83 -1.11 -1.10
H 14.816 13.544 5.272 0.34 -0.09 0.55
H 16.945 12.454 4.564 0.17 -0.17 -0.86
H 17.243 10.034 5.269 0.90 0.01 -0.22
H 16.504 9.494 7.604 -0.43 -0.14 -0.81
H 14.288 7.504 10.396 -1.16 -0.13 -0.49
H 16.284 6.583 11.390 -0.04 1.22 -0.34
H 18.323 7.904 11.351 0.29 -0.15 0.49
H 18.297 10.424 10.807 0.33 -0.93 -0.03
H 16.409 11.289 9.741 -0.26 0.17 0.01
H 14.549 7.579 8.198 -0.72 -0.98 -0.23
H 12.866 5.646 7.504 -0.18 -0.05 -0.37
H 10.541 6.306 6.760 0.66 0.49 0.11
H 10.018 8.811 6.508 -0.12 -0.55 0.23
H 11.473 10.404 7.551 0.06 -0.07 0.29
```
Positions in Å, forces in eV/Å.

---

# C40H43N2O4SiTi

A structure of composition C40H43N2O4SiTi in a non-equilibrium geometry (ωB97M-V with the def2-TZVPD basis set, OMol25).

The calculation puts the energy at -3099.3469 Ha. As for the charge: +1.

```
91
Properties=species:S:1:pos:R:3:forces:R:3
Ti 0.137 -0.645 -0.460 -0.64 -1.00 -0.91
C -1.802 -3.949 -1.820 0.08 0.07 -0.05
C -0.483 -3.421 -2.284 -0.36 -0.29 -0.35
C 0.084 -3.890 -3.455 -0.03 0.09 0.20
C 1.372 -3.489 -3.805 -0.16 0.10 0.27
C 2.068 -2.657 -2.966 0.01 0.21 0.05
C 1.433 -2.175 -1.805 -0.27 -1.27 -0.75
N 0.153 -2.530 -1.500 0.63 -0.15 -0.33
N 1.915 -1.330 -0.881 0.65 0.23 0.26
Si 3.647 -1.171 -0.642 1.21 -0.06 0.57
C 4.193 -2.967 -0.257 -0.15 0.72 -0.37
C 4.110 -0.123 0.877 -0.36 -0.38 -0.63
C 4.489 -0.379 -2.171 -0.39 -0.44 0.52
H -2.002 -4.905 -2.296 -0.06 -0.03 -0.02
H -2.600 -3.256 -2.085 -0.05 -0.03 0.00
H -1.799 -4.078 -0.738 -0.06 0.01 -0.09
H -0.456 -4.588 -4.073 -0.09 -0.11 0.03
H 1.823 -3.854 -4.717 0.08 -0.04 -0.03
H 3.081 -2.372 -3.181 0.12 0.10 -0.06
H 3.492 -3.443 0.427 -0.14 0.09 0.11
H 5.171 -2.995 0.211 0.24 0.06 0.06
H 4.235 -3.589 -1.145 0.04 -0.11 -0.19
H 3.874 -0.626 1.810 -0.07 -0.10 0.10
H 3.643 0.855 0.892 -0.01 0.17 -0.03
H 5.185 0.030 0.861 0.25 -0.01 -0.12
H 4.707 -1.087 -2.963 0.04 -0.17 -0.11
H 5.435 0.065 -1.881 0.18 0.11 0.15
H 3.873 0.405 -2.604 -0.13 0.12 0.00
C -2.544 1.209 3.337 0.20 0.23 -0.40
C -2.356 2.332 2.322 -0.32 0.06 0.74
C -3.065 3.621 2.718 0.25 -0.44 -0.34
O -2.858 1.884 1.055 0.20 -0.14 -0.34
C -1.786 1.557 0.252 0.07 1.61 0.07
C -0.664 2.471 0.759 -0.33 -0.25 -0.51
O -0.968 2.587 2.125 -0.02 0.02 0.07
C 0.767 1.888 0.493 -0.30 1.34 1.04
O 0.686 1.039 -0.613 0.66 0.81 -0.45
C 1.717 3.048 0.175 0.02 -0.21 -0.22
C 2.728 2.849 -0.755 -0.06 -0.07 0.03
C 3.595 3.877 -1.083 0.04 -0.01 -0.03
C 3.462 5.118 -0.484 0.06 -0.01 0.01
C 2.462 5.322 0.452 -0.02 0.03 0.05
C 1.591 4.297 0.778 -0.02 -0.14 -0.11
C 1.210 1.175 1.790 0.06 -0.09 -0.18
C 1.650 1.924 2.881 0.03 -0.29 -0.03
C 1.998 1.321 4.077 0.00 0.05 -0.07
C 1.929 -0.055 4.218 -0.07 -0.06 -0.16
C 1.512 -0.822 3.145 -0.14 -0.37 -0.17
C 1.146 -0.206 1.957 -0.19 0.40 -0.21
C -1.926 -0.798 -0.476 -0.53 0.07 -0.44
O -1.391 0.196 0.432 -1.05 0.01 0.54
C -2.448 -0.234 -1.760 0.15 -0.04 -0.24
C -1.529 -0.012 -2.794 -0.05 -0.31 0.41
C -1.946 0.480 -4.019 0.27 0.03 -0.03
C -3.286 0.774 -4.223 0.12 -0.06 0.05
C -4.193 0.618 -3.189 -0.02 0.02 0.04
C -3.780 0.129 -1.961 0.18 0.02 0.03
C -2.712 -1.784 0.303 0.06 -0.36 0.43
C -3.931 -2.334 -0.101 0.21 0.26 0.00
C -4.602 -3.238 0.704 -0.03 -0.02 0.05
C -4.080 -3.614 1.930 0.08 0.01 -0.02
C -2.856 -3.101 2.334 0.04 -0.06 0.10
C -2.172 -2.213 1.525 0.14 0.23 -0.21
H -3.608 1.024 3.446 -0.11 -0.07 0.11
H -2.113 1.476 4.296 0.04 0.09 0.16
H -2.062 0.306 2.966 0.01 -0.02 0.04
H -4.134 3.450 2.756 -0.21 0.01 0.07
H -2.853 4.395 1.986 0.00 0.08 -0.07
H -2.706 3.938 3.691 0.00 0.06 0.14
H -2.063 1.747 -0.794 0.20 -0.26 0.44
H -0.769 3.444 0.250 0.06 -0.30 0.07
H 2.818 1.882 -1.229 0.02 0.03 -0.05
H 4.375 3.707 -1.812 0.06 0.00 -0.06
H 4.134 5.923 -0.740 0.06 0.06 -0.03
H 2.349 6.285 0.929 0.00 0.07 0.02
H 0.814 4.477 1.506 -0.14 0.05 0.06
H 1.726 2.994 2.797 0.00 0.09 0.00
H 2.334 1.930 4.902 0.01 0.06 0.05
H 2.205 -0.527 5.148 0.05 -0.07 0.07
H 1.494 -1.902 3.214 -0.05 -0.01 0.04
H 0.886 -0.895 1.120 0.93 -0.04 1.80
H -0.457 -0.250 -2.630 -0.56 0.13 -0.54
H -1.224 0.623 -4.808 0.02 0.04 -0.10
H -3.618 1.127 -5.186 -0.02 0.09 -0.11
H -5.228 0.885 -3.333 -0.13 0.03 -0.03
H -4.483 0.055 -1.145 -0.07 -0.01 0.04
H -4.365 -2.064 -1.050 0.00 -0.03 -0.05
H -5.547 -3.640 0.370 -0.06 -0.04 -0.01
H -4.612 -4.309 2.559 -0.06 -0.06 0.07
H -2.436 -3.389 3.287 0.05 -0.06 0.04
H -1.197 -1.833 1.851 -0.38 -0.08 0.04
```
Positions in Å, forces in eV/Å.